1.
DFT (ωB97M-V/def2-TZVPD) results for an isolated molecule of C4H6N4.

Each line ends with the Löwdin charge.
Positions of all 14 atoms, in Å:
H  0.78616  0.94807  1.99762  0.12
N  1.80537  2.07902  0.44036  -0.06
C  1.16027  1.02356  0.90514  -0.12
H  0.56353  -1.74865  0.74512  0.05
C  -1.54508  -0.98627  0.18769  -0.11
C  0.22611  0.63027  -0.14048  -0.33
H  -2.43122  -1.51564  -0.44191  0.13
H  -0.35233  -2.62184  -0.70749  0.12
H  -1.82787  -0.71164  1.31733  0.14
C  -0.15895  -1.78528  0.03840  -0.08
N  0.49655  1.48797  -1.05365  0.07
N  1.44792  2.41741  -0.70412  0.01
H  0.23573  1.27573  -1.91160  0.10
N  -0.40618  -0.49270  -0.67241  -0.07

## Properties
2S+1: 1
Frontier orbital gap in eV: 9.937
E_HOMO in Eh: -0.335
SMILES: c1nn[nH]c1N1CC1
Molar mass in g/mol: 110.120

=====

2.
DFT (ωB97M-V/def2-TZVPD) results for an isolated molecule of C4H6N4.

Each line ends with the Löwdin charge.
Positions of all 14 atoms, in Å:
H  1.90129  -1.62045  -1.13629  0.16
C  -1.21937  -0.52203  0.54226  -0.01
H  -2.45650  -0.87883  0.58611  0.17
H  -1.05085  2.90602  0.52672  0.14
H  -0.72557  -0.55660  1.60828  0.12
N  -0.67720  2.25072  -0.08614  0.01
N  1.08378  1.32567  -0.98368  0.08
N  0.52298  2.51889  -0.70791  0.01
C  -0.86171  1.03426  0.15737  -0.15
C  0.24808  0.49795  -0.58384  -0.40
N  -0.07557  -0.93391  -0.50035  -0.15
C  1.04683  -1.77801  -0.15974  -0.15
H  0.64822  -2.85416  -0.02545  0.09
H  1.61559  -1.38953  0.76268  0.08

## Properties
2S+1: 1
Frontier orbital gap in eV: 8.843
E_HOMO in Eh: -0.307
SMILES: CN1Cc2[nH]nnc21
Molar mass in g/mol: 110.120

=====

3.
DFT (ωB97M-V/def2-TZVPD) results for an isolated molecule of C4H6N4.

Each line ends with the Löwdin charge.
Positions of all 14 atoms, in Å:
N  -1.68467  -1.00184  0.69812  -0.11
C  1.61941  0.55933  0.72054  -0.05
H  2.59280  1.02769  -1.51641  0.22
N  -0.62180  -0.48195  1.45297  0.06
C  -1.64094  -0.38531  -0.62330  -0.16
H  2.21325  -0.09043  1.28963  0.11
H  -2.14867  0.65408  -0.81196  0.14
H  -2.62059  -1.30339  1.30942  0.20
C  0.28928  0.03679  0.71621  -0.28
H  1.82879  1.52921  0.97428  0.09
N  0.64850  0.31583  -1.53039  0.07
N  1.78023  0.49798  -0.81382  -0.12
H  -2.05809  -1.23213  -1.25351  0.13
C  -0.19750  -0.12585  -0.61175  -0.30

## Properties
2S+1: 1
Frontier orbital gap in eV: 8.069
E_HOMO in Eh: -0.265
SMILES: C1NN=C2CNN=C12
Molar mass in g/mol: 110.120

=====

4.
DFT (ωB97M-V/def2-TZVPD) results for a structure of composition C4H6N4.

Each line ends with the Löwdin charge.
Positions of all 14 atoms, in Å:
H  -2.86574  -1.10618  0.94898  0.13
N  1.44529  -1.18328  0.12077  0.01
H  -2.60850  -1.29982  -0.79159  0.12
C  -1.15890  -0.09995  0.16600  -0.29
C  0.22278  -0.43740  -0.08559  -0.22
N  0.11559  1.82119  -0.06542  0.12
H  2.34464  0.16117  1.37128  0.17
H  3.05821  0.25554  -0.44247  0.09
N  -1.04702  1.24862  0.16202  -0.03
C  2.15982  0.20934  0.15344  -0.10
N  -2.43674  -0.64076  0.03792  0.03
H  -1.82490  1.70000  -0.44435  0.20
H  1.80394  -1.36606  -1.09824  0.21
C  0.79151  0.73759  -0.03273  -0.43

## Properties
2S+1: 1
Frontier orbital gap in eV: 9.351
E_HOMO in Eh: -0.318
Molar mass in g/mol: 110.120

=====

Winner for stability: 1

=====

1.
DFT (ωB97M-V/def2-TZVPD) results for an isolated molecule of C4H6N4.

Each line ends with the Löwdin charge.
Positions of all 14 atoms, in Å:
N  -0.12573  -0.91767  1.04021  -0.11
H  -2.57711  -0.00961  0.44397  0.07
N  1.08182  -1.26716  1.34549  -0.03
C  -0.53056  0.11506  0.26713  -0.33
H  -2.00292  1.29344  -0.40769  0.09
H  2.89551  -1.05143  -2.45435  0.08
N  -1.83050  0.61923  0.32430  0.11
N  1.34236  -1.51589  -1.01166  0.16
C  0.48697  0.81003  -0.50471  -0.03
H  1.77165  -0.49555  1.22879  0.05
C  2.24594  -0.88222  -1.67715  0.00
C  1.27027  -0.10374  -1.12110  -0.27
H  0.50493  1.81536  -0.74838  0.07
H  -0.88619  -1.45851  1.41397  0.14

## Properties
2S+1: 1
Frontier orbital gap (spin up / spin down) in eV: 7.297 / 7.292
E_HOMO (spin up / spin down) in Eh: -0.237 / -0.237
Molar mass in g/mol: 110.120

=====

2.
DFT (ωB97M-V/def2-TZVPD) results for an isolated molecule of C4H6N4.

Each line ends with the Löwdin charge.
Positions of all 14 atoms, in Å:
N  0.25577  -0.88689  1.57121  -0.10
C  0.63371  0.05119  -1.70777  -0.20
H  0.95983  0.17487  -2.71027  0.07
H  0.17695  -1.65117  2.34855  0.19
C  -1.23456  0.85175  0.80110  -0.12
N  -0.09568  1.17604  -1.61764  0.01
N  -0.82731  1.33235  -0.49375  -0.05
H  1.86900  -1.93826  0.99438  0.12
H  -1.34396  2.16902  -0.60852  0.09
H  -2.19763  1.22186  1.24314  0.12
H  1.80506  -1.75261  -1.41790  0.10
C  1.06387  -1.29513  0.53983  -0.12
C  1.05443  -1.06088  -0.88937  -0.09
N  -0.81477  -0.12226  1.63845  -0.03

## Properties
2S+1: 1
Frontier orbital gap in eV: 8.944
E_HOMO in Eh: -0.303
SMILES: c1cn[nH]cn[nH]c1
Molar mass in g/mol: 110.120

=====

Winner for stability: 2

=====

1.
DFT (ωB97M-V/def2-TZVPD) results for a cluster of 2 separate species, C2H6OS in total.

Each line ends with the Löwdin charge.
Positions of all 10 atoms, in Å:
H  2.09109  0.45294  0.33155  -0.01
O  -1.76726  0.31353  -0.67905  -0.13
C  1.17030  0.14291  0.79054  -0.50
H  -0.30044  -0.55210  -1.78358  0.05
S  0.21513  1.38460  1.45697  0.63
H  -1.05153  -1.66134  -0.40991  0.06
H  -0.43326  1.67786  0.26496  -0.12
H  1.20402  -0.62340  1.52246  -0.03
C  -0.81196  -0.73034  -0.86917  -0.03
H  -2.20504  0.00393  0.10564  0.07

## Properties
2S+1: 1
Frontier orbital gap (spin up / spin down) in eV: 8.074 / 8.668
E_HOMO (spin up / spin down) in Eh: -0.292 / -0.294
Molar mass in g/mol: 78.136

=====

2.
DFT (ωB97M-V/def2-TZVPD) results for a cluster of 2 separate species, C2H6OS in total.

Each line ends with the Löwdin charge.
Positions of all 10 atoms, in Å:
S  3.65538  5.79720  -1.89729  0.44
H  -0.89460  -3.02588  -0.23365  0.08
O  -2.41070  -1.06634  -0.19931  0.03
H  -1.92882  -3.83520  1.04630  0.08
H  4.20339  6.04405  -0.69971  -0.22
C  -1.34373  -2.97224  0.75294  -0.05
C  -2.18553  -1.72879  0.78002  -0.33
H  -2.49079  -1.28329  1.74777  0.11
H  -0.62041  -2.86741  1.56216  0.08
H  4.01580  4.93790  -2.85923  -0.22

## Properties
2S+1: 1
Frontier orbital gap in eV: 10.486
E_HOMO in Eh: -0.359
SMILES: CC=O.S
Molar mass in g/mol: 78.136

=====

Winner for stability: 2

=====

1.
DFT (ωB97M-V/def2-TZVPD) results for the ion C5H12N4 with charge +2.

Each line ends with the Löwdin charge.
Positions of all 21 atoms, in Å:
N  -0.67571  0.41625  0.20612  0.05
H  1.03408  2.49157  0.14762  0.10
H  -2.02828  -2.47793  -0.77614  0.09
H  -1.86712  2.05160  -0.56488  0.17
H  -1.04464  2.33448  1.09296  0.12
H  2.97583  -0.40692  -1.02770  0.17
H  -2.92262  -1.57242  0.41101  0.13
C  0.68924  0.44709  0.20254  -0.14
C  1.42955  1.62977  0.61293  0.08
H  -2.38627  1.22466  0.95322  0.11
H  2.22385  -2.36587  -1.06887  0.17
H  2.90783  -1.60543  0.32224  0.14
N  -1.05428  -0.83644  -0.14227  -0.02
C  -2.32194  -1.52951  -0.48712  0.13
C  2.28871  -1.28830  -0.60230  0.03
H  2.50533  1.45372  0.37799  0.13
N  1.04699  -0.78314  -0.11804  -0.05
H  -2.74321  -1.04157  -1.34219  0.12
C  -1.52259  1.59264  0.43815  0.08
H  1.47866  1.80974  1.67074  0.13
N  -0.01342  -1.54398  -0.30601  0.24

## Properties
2S+1: 1
Frontier orbital gap in eV: 11.004
E_HOMO in Eh: -0.749
SMILES: Cc1n(C)n[n+](C)[n+]1C
Molar mass in g/mol: 128.179
Total charge: +2

=====

2.
DFT (ωB97M-V/def2-TZVPD) results for the ion C5H12N4 with charge +2.

Each line ends with the Löwdin charge.
Positions of all 21 atoms, in Å:
N  -1.07374  -0.77797  -0.15557  -0.16
C  2.44665  -1.51090  0.07953  0.07
H  2.76326  2.07179  0.58964  0.17
C  -2.10808  1.51446  0.33939  -0.01
N  1.24496  -0.67522  -0.05803  -0.09
H  3.27170  -1.03143  -0.57934  0.16
C  -2.18446  -1.68485  -0.44383  0.08
H  -1.78457  -2.69723  -0.75759  0.15
H  -2.95098  -1.38678  -1.14687  0.12
H  1.14374  2.67874  0.34757  0.09
H  -2.06784  1.65700  1.46230  0.12
H  2.14125  -2.58212  -0.15623  0.15
N  0.07429  -1.39007  -0.17253  0.14
H  -1.90686  2.59690  -0.18674  0.17
H  2.78512  -1.41540  1.15596  0.14
H  -3.18612  1.17000  0.13295  0.13
C  1.15403  0.59721  0.01188  0.14
H  -2.55199  -1.78211  0.55038  0.11
C  1.76636  1.87291  0.03270  0.01
H  2.14967  2.30369  -1.08867  0.22
N  -1.12641  0.47140  0.04308  0.09

## Properties
2S+1: 1
Frontier orbital gap in eV: 7.691
E_HOMO in Eh: -0.684
Molar mass in g/mol: 128.179
Total charge: +2

=====

Winner for stability: 1